(1)
DFT (wB97M-V/def2-TZVPD) results for a cluster of 2 separate species, C5H11N2 in total at a distorted geometry.

XYZ file:
```
18
Properties=species:S:1:pos:R:3:nbo_charge:R:1
C -1.49743 0.64282 -0.47436 -0.003
C -1.59476 -0.62663 -0.26188 -0.025
C 0.98760 0.61736 -2.91004 -0.397
C 0.06859 -0.95951 2.41853 -0.435
C 1.69345 0.34487 -1.83251 -0.382
N -0.40403 0.25930 1.73439 -0.396
N -0.39569 0.02393 0.24085 -0.256
H -1.77574 1.60153 -0.83237 0.269
H -2.01307 -1.60004 -0.30475 0.267
H 0.58963 -0.16350 -3.53729 0.200
H 0.27902 1.01508 1.88436 0.435
H 0.78482 1.62585 -3.23075 0.199
H 0.98541 -1.29100 1.93315 0.250
H 0.26464 -0.76011 3.46972 0.246
H -0.67953 -1.74421 2.33521 0.232
H 2.11561 1.11857 -1.21097 0.189
H 1.90933 -0.66755 -1.53606 0.193
H -1.31785 0.56323 2.11478 0.413
```

Summary:
LUMO = -3.38 eV
Charge = +1
Orbital gap = 9.67 eV
HOMO energy = -13.045 eV

***

(2)
DFT (wB97M-V/def2-TZVPD) results for a cluster of 2 separate species, C5H11N2O in total at a distorted geometry.

XYZ file:
```
19
Properties=species:S:1:pos:R:3:nbo_charge:R:1
C 2.73972 -0.01999 1.09395 -0.001
O 3.39050 -0.55154 2.13636 -0.920
C 1.24940 -0.37467 0.92561 -0.484
C 0.37448 0.61628 0.15544 -0.251
C -0.91602 0.08187 -0.28333 0.141
C -2.07903 0.76688 -0.41572 -0.150
N -3.24802 0.07858 -0.86093 -0.865
N -0.84324 -1.19639 -0.89403 -0.823
H 3.23362 -0.37615 0.14191 0.092
H 2.86862 1.10610 1.05617 0.068
H 0.88524 -0.45189 1.96773 0.201
H 1.11793 -1.40365 0.55208 0.183
H 1.67799 0.34015 -1.06404 -0.020
H 0.44666 1.61288 0.57548 0.212
H -2.02388 1.85161 -0.47705 0.165
H -3.72003 0.49350 -1.65822 0.348
H -3.95871 -0.00402 -0.14034 0.358
H 0.14954 -1.34256 -1.04287 0.377
H -1.34476 -1.22699 -1.76819 0.369
```

Summary:
LUMO = 3.30 eV
Charge = -1
Orbital gap = 5.66 eV
HOMO energy = -2.364 eV

***

(3)
DFT (wB97M-V/def2-TZVPD) results for a cluster of 2 separate species, C5H11N2O in total at a distorted geometry.

XYZ file:
```
19
Properties=species:S:1:pos:R:3:nbo_charge:R:1
C -0.88126 1.13040 3.28328 -0.053
C -0.95113 0.23949 2.29572 0.154
C -2.99396 0.34312 3.25594 0.256
N -2.18842 1.23914 3.86761 -0.463
N -2.21670 -0.25008 2.31497 -0.462
C 0.00000 0.00000 0.00000 -0.597
C 0.11657 -0.26797 1.54962 -0.451
H -0.02339 1.61767 3.74667 0.262
H -4.03830 0.14746 3.49922 0.265
H -2.49387 1.91201 4.59370 0.466
H -2.53895 -1.10256 1.82231 0.458
H -0.18821 1.07491 -0.16052 0.210
H -0.83257 -0.57278 -0.44198 0.222
H 0.93229 -0.27558 -0.52107 0.246
H 0.06660 -1.37130 1.62461 0.235
H 1.06311 0.05892 2.02151 0.252
O -2.50307 0.89006 -2.67291 -0.938
H -3.48006 0.77755 -2.64015 0.474
H -2.31528 1.61467 -2.03421 0.465
```

Summary:
LUMO = -3.49 eV
Charge = +1
Orbital gap = 10.58 eV
HOMO energy = -14.076 eV

***

(4)
DFT (wB97M-V/def2-TZVPD) results for the ion C5H11N2O with charge +1 at a distorted geometry.

XYZ file:
```
19
Properties=species:S:1:pos:R:3:nbo_charge:R:1
C 2.71673 0.10586 0.65627 -0.265
O 1.79330 0.50231 -0.36135 -0.486
C 0.37641 -0.15153 -0.22240 0.813
N -0.68847 0.56366 -0.14766 -0.343
C -0.86685 2.04029 -0.20340 -0.452
C -1.86561 -0.37711 0.06114 -0.221
C -1.26942 -1.71625 -0.32657 -0.236
N 0.20375 -1.46803 -0.21370 -0.578
H 2.47292 0.61771 1.60926 0.193
H 3.70076 0.30820 0.25676 0.226
H 2.85472 -0.89221 0.84167 0.190
H -1.62305 2.53614 -0.87445 0.259
H 0.15001 2.36353 -0.50009 0.253
H -1.12397 2.58462 0.77918 0.243
H -2.60666 -0.09631 -0.67426 0.244
H -2.10590 -0.24398 1.09363 0.236
H -1.60947 -2.47095 0.42188 0.242
H -1.32514 -2.15654 -1.30006 0.230
H 0.81593 -2.04940 -0.89585 0.453
```

Summary:
SMILES = COC1=[N+](C)CCN1
LUMO = -3.19 eV
Charge = +1
Orbital gap = 11.40 eV
HOMO energy = -14.588 eV

***

(5)
DFT (wB97M-V/def2-TZVPD) results for a cluster of 2 separate species, C5H11N2O in total.

XYZ file:
```
19
Properties=species:S:1:pos:R:3:nbo_charge:R:1
C -2.20738 0.33885 -0.26522 -0.267
C -1.26863 -0.24697 -1.25768 -0.079
C -0.34110 -0.45958 0.78612 0.526
C 1.03970 -1.34952 -1.21061 -0.650
C -0.17636 -0.72436 -0.63648 -0.070
N 0.52207 -0.78868 1.72262 -0.716
N -1.50682 0.13230 0.97915 -0.508
O 1.56119 1.96507 0.47943 -0.966
H -3.17803 -0.16572 -0.26948 0.250
H -2.38679 1.40390 -0.44360 0.251
H -1.47431 -0.26483 -2.31047 0.248
H 0.96156 -1.39972 -2.29263 0.253
H 1.91647 -0.75501 -0.95426 0.235
H 1.18045 -2.35759 -0.82073 0.237
H 1.41789 -1.16857 1.45856 0.432
H 0.38422 -0.54148 2.68981 0.423
H 1.41789 2.71178 1.06797 0.483
H -1.87477 0.44187 1.86518 0.430
H 2.26663 2.23176 -0.11531 0.486
```

Summary:
LUMO = -3.43 eV
Charge = +1
Orbital gap = 10.67 eV
HOMO energy = -14.102 eV

***

(6)
DFT (wB97M-V/def2-TZVPD) results for a cluster of 2 separate species, C5H11N2O in total at a distorted geometry.

XYZ file:
```
19
Properties=species:S:1:pos:R:3:nbo_charge:R:1
C -1.26499 -1.89626 -0.36111 -0.366
C -0.34745 -1.72174 -1.49586 -0.378
C 0.22729 -1.52773 -0.07321 -0.352
C 1.70770 1.68937 1.19197 -0.413
C 0.52411 -0.13419 0.19352 0.278
N -1.97491 1.98001 -0.05068 -0.062
N 1.61374 0.28538 0.81960 -0.458
O -2.75847 1.95280 -0.97639 -0.189
H -1.87902 -0.98231 -0.19867 0.241
H -1.59521 -2.98040 -0.09644 0.278
H 0.05389 -2.53937 -2.12627 0.258
H -0.46359 -0.88244 -2.18324 0.236
H 0.95373 -2.37487 0.20300 0.265
H 1.84304 1.84457 2.22541 0.241
H 2.59509 2.15716 0.65841 0.238
H 0.81868 2.17951 0.73181 0.223
H -0.23194 0.60124 0.02586 0.233
H 2.25872 -0.56180 0.98323 0.447
H -2.08041 2.91105 0.52908 0.279
```

Summary:
LUMO (spin up / spin down) = -4.26 / -4.26 eV
Charge = +1
Orbital gap (spin up / spin down) = 9.18 / 9.18 eV
HOMO energy (spin up / spin down) = -13.443 / -13.443 eV

***

For reference, ΔE to the lowest compared entry with this formula, charge and spin by record: 5.358 3.693 0.984 3.006 0.025 5.563 eV.